No. 1
Computed, not measured: 5 unconnected molecules or ions with the total composition C10H20Cl10, with ωB97M-V/def2-TZVPD.

```
40
Properties=species:S:1:pos:R:3:forces:R:3
Cl -11.017079 4.667325 5.479535 0.59 -0.58 0.10
C -12.137823 5.984405 5.218681 -1.21 0.00 0.20
C -13.428516 5.791272 6.022172 0.53 0.30 -0.69
Cl -13.134902 6.054247 7.760045 -0.28 -0.12 -0.19
H -12.440593 5.955452 4.172815 0.25 0.22 -0.08
H -11.628041 6.905662 5.479003 -0.19 0.03 -0.15
H -13.838261 4.804003 5.823420 0.12 -0.16 0.41
H -14.160462 6.500382 5.633898 0.04 0.22 0.39
Cl -4.555147 11.256764 5.758658 -0.09 0.08 0.11
C -5.842785 11.984658 6.764131 0.28 0.80 0.35
C -6.601520 10.893226 7.463343 -0.44 -0.85 -0.28
Cl -7.782653 11.511308 8.645245 0.05 0.27 0.02
H -6.408157 12.660464 6.126036 -0.39 -0.44 -0.10
H -5.404190 12.651540 7.510566 0.33 -0.29 -0.07
H -5.927944 10.219644 7.987751 0.12 0.23 0.12
H -7.175048 10.259919 6.786112 0.07 0.19 -0.17
Cl -11.024636 11.395565 5.476622 0.07 -0.14 -0.09
C -9.843443 10.882489 4.226835 0.51 0.16 0.43
C -10.057898 9.435247 3.820294 -0.99 0.53 0.51
Cl -9.637288 8.392195 5.212715 0.39 -0.05 -0.20
H -8.853315 10.976907 4.673677 -0.05 0.11 -0.01
H -9.934653 11.640744 3.454566 -0.07 -0.40 -0.41
H -9.514054 9.125107 2.935552 0.24 0.05 0.07
H -11.127298 9.288938 3.672336 0.09 -0.16 -0.27
Cl -11.770857 8.854929 0.798483 -0.09 0.09 -0.16
C -13.213971 7.937970 0.310252 -0.31 -0.24 -0.61
C -13.731736 7.078019 1.437550 0.00 -0.27 -0.19
Cl -14.170386 8.059751 2.845229 -0.03 0.11 0.33
H -12.932417 7.341400 -0.559122 0.16 -0.27 0.29
H -13.992179 8.591595 -0.083589 0.16 0.39 0.44
H -12.995618 6.332419 1.732467 0.07 0.13 0.13
H -14.641450 6.550699 1.156648 0.05 0.05 -0.25
Cl -13.111272 14.041608 6.710491 0.16 -0.12 -0.05
C -11.891211 13.976916 8.006314 -0.32 0.33 0.46
C -11.299183 15.345569 8.317799 0.09 -0.60 0.24
Cl -12.502087 16.600561 8.671577 -0.18 0.05 -0.10
H -11.111490 13.266188 7.741138 0.09 0.14 -0.24
H -12.380161 13.587302 8.897692 -0.17 0.04 -0.08
H -10.654045 15.690315 7.517363 0.00 0.12 -0.01
H -10.750461 15.233936 9.251361 0.34 0.03 -0.18
```
Positions in Å, forces in eV/Å.

- net charge = 0
- SMILES = ClCCCl.ClCCCl.ClCCCl.ClCCCl.ClCCCl
- gap between HOMO and LUMO (eV) = 10.93
- E_HOMO (eV) = -10.51

Atomic partial charges in e from the Mulliken method, atoms 1 to 4: number 1, Cl, carries -0.190; number 2, C, carries 0.346; number 3, C, carries -0.355; number 4, Cl, carries -0.196


No. 2
Computed, not measured: 10 unconnected molecules or ions with the total composition C4H28NO10, with ωB97M-V/def2-TZVPD.

```
43
Properties=species:S:1:pos:R:3:forces:R:3
C -3.208498 0.671296 -1.240705 -0.16 -1.20 0.52
N -2.033462 -0.229885 -1.202699 -0.17 0.69 0.09
C -1.866338 -1.043204 0.026959 -2.73 2.52 -1.29
C -1.449448 -0.077736 1.124708 -0.55 -1.56 1.22
C -1.173971 -1.047162 2.302001 0.60 0.73 -0.89
O 0.079224 -1.595536 2.058630 3.04 1.23 1.44
H -4.044783 0.136235 -1.739769 0.08 0.40 0.35
H -2.893424 1.475377 -1.886518 -0.43 0.79 0.12
H -3.559054 0.981982 -0.215765 0.58 -0.05 -1.18
H -2.114028 -0.776302 -2.033745 0.27 -0.59 -0.43
H -1.103807 -1.776706 -0.103083 0.39 -0.77 -0.09
H -2.941936 -1.444528 0.192909 1.78 -0.05 0.56
H -0.505625 0.457545 0.973068 -0.12 -0.31 -0.43
H -2.186188 0.691206 1.358821 -0.30 -0.16 -0.01
H -1.266927 -0.491469 3.204773 0.20 0.33 1.29
H -1.789601 -1.930298 2.367274 -1.04 0.08 -0.17
H -0.423448 0.493194 -1.646138 -1.64 -0.74 0.64
H 0.892987 0.742366 -0.849065 -0.18 -0.38 -0.35
O 0.514712 0.585375 -1.727642 2.20 0.68 -0.40
H 0.866334 -0.882219 2.296442 -2.18 -1.73 -0.90
H 2.236492 1.019942 2.311515 -0.74 -1.02 0.52
O 2.073129 0.043338 2.260236 1.78 1.71 -1.33
H 0.729820 -3.041481 0.642938 -1.08 -0.48 -0.76
H 1.340721 -2.504440 -0.531930 -0.71 -1.08 -0.83
O 0.559683 -3.142765 -0.330126 1.21 0.98 1.52
H -2.363765 3.735535 0.828252 -0.31 0.68 0.05
H -1.493207 3.317045 1.836682 0.77 -0.20 0.71
O -2.194655 3.960181 1.759504 -0.37 -0.43 -0.81
H 2.453178 -1.751922 -1.983718 0.24 0.39 0.50
H 3.012745 -1.093593 -0.524278 -0.48 -0.45 -1.39
O 2.703467 -1.980465 -1.077286 0.60 0.46 0.37
H 3.097686 3.086982 -0.077149 -0.25 -0.14 0.05
H 2.530842 1.695968 0.094888 0.88 -1.67 -0.36
O 2.326260 2.612830 0.258436 -0.49 1.99 0.31
H -0.475298 2.334971 -1.090271 -0.32 0.72 0.16
H 0.547985 3.104027 -0.412918 0.25 0.47 0.43
O -0.406077 3.172915 -0.580303 0.02 -1.03 -0.51
H -1.233261 -2.455514 -1.958699 0.61 -0.26 1.67
H -0.047565 -2.298555 -2.969324 0.88 0.20 0.69
O -0.967637 -2.465320 -2.853006 -1.38 -0.27 -2.46
H 4.246217 0.243475 -0.043531 2.03 0.18 0.06
H 2.645434 -0.033580 1.359634 -0.59 -0.44 0.80
O 3.322988 0.181298 -0.016083 -2.17 -0.24 0.53
```
Positions in Å, forces in eV/Å.

- net charge = -1
- gap between HOMO and LUMO (eV) = 9.23
- E_HOMO (eV) = -6.19

Atomic partial charges in e from the Mulliken method, atoms 1 to 4: number 1, C, carries -1.023; number 2, N, carries -0.119; number 3, C, carries -0.665; number 4, C, carries 0.491


No. 3
Computed, not measured: 2 unconnected molecules or ions with the total composition CF3N3, with ωB97M-V/def2-TZVPD.

```
7
Properties=species:S:1:pos:R:3:forces:R:3
C 0.292101 0.510391 -0.074752 -0.62 -1.31 -0.98
N 1.435406 0.173656 0.558741 0.63 -0.90 0.73
N 1.404571 0.706661 -0.745048 -1.39 -0.85 0.77
N -0.990342 0.218444 -0.071022 -0.03 0.39 0.09
F 1.326981 -1.629201 0.485250 0.06 2.17 -0.26
F -1.698197 -0.050746 -1.189369 0.35 0.57 0.64
F -1.770521 0.070792 1.036197 1.00 -0.07 -0.99
```
Positions in Å, forces in eV/Å.

- net charge = 0
- gap between HOMO and LUMO (spin up / spin down) (eV) = 10.17 / 10.17
- E_HOMO (spin up / spin down) (eV) = -11.08 / -11.08

Atomic partial charges in e from the Mulliken method, atoms 1 to 4: number 1, C, carries 0.661; number 2, N, carries 0.023; number 3, N, carries -0.289; number 4, N, carries 0.336


No. 4
Computed, not measured: a gas-phase ion, C6H10O (charge +1), with ωB97M-V/def2-TZVPD.

```
17
Properties=species:S:1:pos:R:3:forces:R:3
C 1.488360 -0.320196 1.948781 -0.18 -0.01 -0.37
C 0.490475 -0.778292 0.947232 -0.97 1.50 -0.30
C -0.313566 -1.912801 1.122016 0.37 0.35 0.42
C -1.113584 1.031244 -2.007874 0.02 0.33 -0.41
O 0.030667 1.713163 -2.449229 0.16 -0.07 0.40
C -0.978668 0.325257 -0.701743 0.04 0.85 -0.65
C 0.243767 0.092310 -0.186277 0.71 -1.68 0.42
H 2.463046 -0.301776 1.457277 0.29 -0.44 0.25
H 1.432535 -0.916098 2.852420 0.46 -0.01 0.04
H 1.331796 0.741390 2.153224 -0.27 -0.04 0.16
H -0.570451 -2.210282 2.131414 0.09 -0.42 -0.06
H -0.620844 -2.477246 0.256014 -0.38 -0.05 0.05
H -1.997802 1.666202 -2.048483 -0.16 0.10 0.23
H -1.286753 0.260014 -2.760543 -0.18 -0.29 -0.05
H 0.174347 2.457788 -1.852221 0.07 0.14 -0.23
H -1.927991 0.185539 -0.189095 0.25 -0.74 0.10
H 1.154667 0.443785 -0.672913 -0.31 0.48 0.02
```
Positions in Å, forces in eV/Å.

- net charge = +1
- gap between HOMO and LUMO (spin up / spin down) (eV) = 9.37 / 6.64
- E_HOMO (spin up / spin down) (eV) = -14.58 / -14.55
- multiplicity = 2

Atomic partial charges in e from the Mulliken method, atoms 1 to 4: number 1, C, carries -1.181; number 2, C, carries 0.818; number 3, C, carries -0.766; number 4, C, carries -0.603


No. 5
Computed, not measured: a single C5H8O molecule, with ωB97M-V/def2-TZVPD.

```
14
Properties=species:S:1:pos:R:3:forces:R:3
C -0.563133 -1.591228 0.086686 -0.02 -0.08 0.03
C -0.301183 -0.181783 -0.460681 0.03 0.03 -0.03
C -0.886306 0.897707 0.499842 -0.27 -0.21 0.06
O -0.170741 2.103328 0.527538 0.16 0.07 0.07
C 1.131064 0.081312 -0.657544 0.48 0.09 -0.01
C 2.286612 0.408203 -0.766087 -0.46 -0.16 0.05
H -0.057641 -1.725900 1.049041 -0.06 0.03 -0.15
H -0.204237 -2.364618 -0.597966 -0.03 0.15 0.06
H -1.636038 -1.751238 0.242157 0.14 0.08 -0.03
H -0.795685 -0.084381 -1.435092 0.14 0.03 0.09
H -1.897655 1.155647 0.173130 0.09 -0.12 0.08
H -0.958227 0.463690 1.508953 0.04 0.02 -0.11
H 0.751114 1.873897 0.715571 -0.11 0.20 -0.12
H 3.302050 0.715368 -0.885546 -0.14 -0.13 0.01
```
Positions in Å, forces in eV/Å.

- net charge = 0
- SMILES = C#C[C@@H](C)CO
- gap between HOMO and LUMO (eV) = 11.04
- E_HOMO (eV) = -10.02

Atomic partial charges in e from the Mulliken method, atoms 1 to 4: number 1, C, carries -1.408; number 2, C, carries 0.660; number 3, C, carries -0.633; number 4, O, carries -0.509


No. 6
Computed, not measured: 2 unconnected molecules or ions with the total composition C2H5ClNOP, with ωB97M-V/def2-TZVPD.

```
11
Properties=species:S:1:pos:R:3:forces:R:3
C 0.767510 -0.160273 1.066515 -1.83 0.61 -1.55
C 1.867429 -0.177796 1.762485 2.44 -0.80 -0.17
N -1.974925 0.618426 -1.353913 0.50 0.41 0.99
O -1.767929 1.412817 -2.319509 -0.61 -0.18 1.15
P -1.453943 -0.930122 -1.170227 -0.94 0.06 0.32
Cl -0.456714 -1.155683 -2.862706 0.36 -0.21 -0.70
H 0.102130 0.728110 1.066781 0.23 -0.73 0.22
H 0.486146 -0.936036 0.301235 0.65 0.76 1.23
H 2.568169 -1.033192 1.478385 -0.70 1.29 1.13
H 2.205454 0.669987 2.407378 -0.34 -1.07 -0.53
H -2.343325 0.963763 -0.376424 0.24 -0.14 -2.11
```
Positions in Å, forces in eV/Å.

- net charge = 0
- SMILES = [O-]/[NH+]=P\Cl.C=C
- gap between HOMO and LUMO (spin up / spin down) (eV) = 8.23 / 8.17
- E_HOMO (spin up / spin down) (eV) = -8.83 / -8.72

Atomic partial charges in e from the Mulliken method, atoms 1 to 4: number 1, C, carries -0.067; number 2, C, carries -0.485; number 3, N, carries 0.157; number 4, O, carries -0.509


Computed ΔE to the lowest compared entry with this formula, charge and spin (kJ/mol) in order:
32.3, 128.2, 398.9, 182.3, 211.9, 413.7